Molecular formula: C53H48Br2ClO6P3S
Method: DFT, the ωB97M-V functional and the def2-TZVPD basis

For the HOMO energy, the calculation gives -7.82 eV. The SMILES is C=Cc1c2c(c([PH2]=S)c([C@H](Cl)CC)c1P(CC)CC)C(=O)C(/C(Br)=C(\C)Br)=C(P(C)CC)C2=O.O=C1c2ccccc2C(=O)c2ccccc21.O=C1c2ccccc2C(=O)c2ccccc21. The total charge is 0.

Last column: Mulliken charge in e.
Positions of all 114 atoms, in Å:
C: -0.7885 0.7666 0.8627  -0.601
C: -1.4790 0.9735 -0.3096  -0.570
C: -1.5899 2.4668 -0.7515  0.395
C: -0.4202 3.0119 -1.4263  0.088
C: -0.4718 4.4050 -1.9105  0.034
C: -1.6556 5.2503 -1.6914  -0.056
P: -1.5484 6.9844 -2.3644  0.144
S: -0.1364 7.9182 -1.3953  -0.384
C: -2.8213 4.6912 -0.9646  -0.327
C: -4.0511 5.6440 -0.7076  -0.638
Cl: -4.4823 5.7648 1.0622  -0.186
C: -5.2869 5.2004 -1.6041  0.385
C: -4.7557 5.2514 -3.1122  -0.943
C: -2.8107 3.2796 -0.5017  0.871
P: -4.2903 2.5341 0.3648  0.529
C: -5.4283 1.6163 -0.8158  -0.823
C: -6.9299 2.0572 -0.4551  -0.907
C: -3.8283 1.5023 1.8548  -0.184
C: -5.1572 1.1023 2.6386  -1.222
C: 0.8172 4.9118 -2.6248  -0.309
O: 0.8391 5.6316 -3.5885  -0.584
C: 2.1611 4.3609 -2.0197  0.224
C: 3.3413 5.3390 -1.9906  -0.896
Br: 3.7170 6.4537 -0.4172  -0.087
C: 4.1408 5.4692 -3.0766  0.331
C: 3.9778 4.6449 -4.3897  -0.767
Br: 5.6164 6.7526 -3.0294  -0.183
C: 2.2099 3.0705 -1.5883  0.853
P: 3.8447 2.4554 -0.9221  0.195
C: 3.6386 1.7549 0.8077  -0.926
C: 4.3522 1.0054 -2.0193  -0.507
C: 5.9145 0.8959 -2.2201  -1.172
C: 0.9026 2.2011 -1.6698  0.134
O: 0.9337 1.0270 -1.9322  -0.606
H: -0.0212 -0.0272 0.9966  -0.007
H: -1.0052 1.5043 1.6762  0.232
H: -1.8998 0.1437 -0.9197  0.260
H: -1.1571 6.8810 -3.7406  0.125
H: -2.7862 7.6794 -2.3647  0.170
H: -3.8279 6.6937 -1.0277  0.389
H: -6.1213 5.9454 -1.5633  0.543
H: -5.6020 4.1539 -1.3970  -0.600
H: -4.1539 6.1948 -3.2421  0.194
H: -4.0658 4.3995 -3.3470  0.248
H: -5.5877 5.2090 -3.8575  0.429
H: -5.2776 1.9368 -1.8848  0.429
H: -5.3915 0.5012 -0.7334  0.543
H: -6.8958 2.6256 0.5163  0.272
H: -7.3457 2.7802 -1.2085  0.311
H: -7.6057 1.1798 -0.2935  0.285
H: -3.1322 2.1095 2.4933  0.352
H: -3.3414 0.5181 1.6039  0.257
H: -5.7459 0.4083 1.9712  0.270
H: -4.8804 0.4702 3.5278  0.393
H: -5.7814 1.9841 2.9144  0.339
H: 4.7504 4.9556 -5.1409  0.412
H: 4.1116 3.5650 -4.1211  0.100
H: 2.9663 4.8677 -4.8082  0.149
H: 4.6149 1.8712 1.3459  0.459
H: 3.4433 0.6527 0.7111  0.080
H: 2.7929 2.2939 1.2970  0.340
H: 4.0210 0.0736 -1.4828  0.346
H: 3.7856 1.0178 -2.9883  0.409
H: 6.3322 1.8855 -2.5406  0.281
H: 6.1451 0.1496 -3.0227  0.361
H: 6.3735 0.5897 -1.2431  0.324
O: 2.6120 0.7627 4.2586  -0.686
C: 2.6177 -0.3174 4.8173  0.524
C: 2.9202 -0.4166 6.2672  0.173
C: 3.1787 0.7415 6.9951  -0.500
C: 3.4238 0.6629 8.3580  -0.484
C: 3.4103 -0.5723 9.0002  -0.470
C: 3.1702 -1.7304 8.2755  -0.519
C: 2.9306 -1.6574 6.9065  0.140
C: 2.6924 -2.9047 6.1374  0.554
O: 2.7550 -3.9891 6.6838  -0.670
C: 2.3702 -2.8039 4.6920  0.365
C: 2.1088 -3.9627 3.9644  -0.908
C: 1.7745 -3.8768 2.6208  -0.435
C: 1.6992 -2.6344 1.9993  -0.754
C: 1.9719 -1.4790 2.7157  0.164
C: 2.3137 -1.5589 4.0633  -0.142
H: 3.1848 1.7054 6.5004  0.476
H: 3.6205 1.5660 8.9240  0.400
H: 3.5896 -0.6309 10.0674  0.399
H: 3.1658 -2.6901 8.7783  0.464
H: 2.1617 -4.9316 4.4461  0.473
H: 1.5673 -4.7784 2.0552  0.528
H: 1.4285 -2.5689 0.9513  0.594
H: 1.9138 -0.5161 2.2214  0.321
O: -0.8719 -8.4545 -4.7204  -0.671
C: -0.6339 -7.8874 -3.6720  0.540
C: -0.6696 -6.4053 -3.5897  0.409
C: -0.9991 -5.6626 -4.7199  -0.617
C: -1.0730 -4.2795 -4.6430  -0.540
C: -0.8196 -3.6319 -3.4368  -0.527
C: -0.4741 -4.3672 -2.3127  -0.672
C: -0.3919 -5.7549 -2.3865  0.205
C: -0.0036 -6.5300 -1.1821  0.406
O: 0.2908 -5.9583 -0.1490  -0.680
C: 0.0126 -8.0116 -1.2581  0.284
C: 0.3401 -8.7531 -0.1262  -0.492
C: 0.3261 -10.1390 -0.1777  -0.523
C: -0.0156 -10.7902 -1.3598  -0.478
C: -0.3289 -10.0551 -2.4939  -0.607
C: -0.3109 -8.6640 -2.4488  0.261
H: -1.2024 -6.1625 -5.6593  0.465
H: -1.3340 -3.7033 -5.5230  0.402
H: -0.8897 -2.5520 -3.3752  0.504
H: -0.2726 -3.8589 -1.3773  0.600
H: 0.6020 -8.2505 0.7971  0.457
H: 0.5776 -10.7145 0.7055  0.407
H: -0.0352 -11.8732 -1.3959  0.393
H: -0.5910 -10.5669 -3.4121  0.466

---

Molecular formula: C36H96O12
Method: DFT, the ωB97M-V functional and the def2-TZVPD basis

As for the multiplicity: 2. The energy above the lowest of the compared OMol25 structures with the same formula, charge and spin is 93.48 kcal/mol. For the HOMO energy (alpha / beta), the calculation gives -11.42 / -11.42 eV. The total charge is +1.

Last column: Mulliken charge in e.
Positions of all 144 atoms, in Å:
C: 4.5651 -2.2260 -0.6188  -0.833
C: 4.6884 -2.6112 0.8176  0.658
C: 4.6886 -4.2449 0.8964  -1.226
O: 5.9305 -2.1257 1.3020  -0.153
H: 5.1455 -2.8021 -1.3395  0.508
H: 4.7384 -1.1610 -0.7731  -0.017
H: 3.5472 -2.5235 -0.8706  0.280
H: 3.9114 -2.1288 1.4105  0.262
H: 3.6560 -4.5042 0.6626  0.392
H: 5.0630 -4.6539 1.8349  0.383
H: 5.3436 -4.6164 0.1084  0.380
H: 6.2208 -1.5069 0.6280  0.395
C: 0.5090 0.3362 0.8619  -1.401
C: -0.2217 0.0312 -0.3674  1.536
C: 0.3273 -1.1795 -1.0848  -1.437
O: -1.5101 -0.1740 0.0194  -0.214
H: 0.2584 1.2789 1.3483  0.351
H: 1.5477 0.3700 0.5332  0.097
H: 0.2962 -0.3987 1.6383  0.485
H: -0.1735 0.8554 -1.0791  -0.495
H: 0.9111 -1.8350 -0.4385  0.218
H: 1.0448 -0.8266 -1.8255  0.276
H: -0.4277 -1.9175 -1.3557  0.332
H: -1.4392 0.1652 0.9147  0.101
C: -3.3811 4.7561 3.9475  -1.446
C: -1.9310 4.8825 3.3819  0.865
C: -1.7401 4.2693 1.9915  -0.794
O: -1.7526 6.2563 3.2932  -0.566
H: -3.3949 5.0909 4.9847  0.399
H: -3.6249 3.7004 4.0666  0.336
H: -4.1267 5.3213 3.3883  0.333
H: -1.1848 4.4485 4.0475  -0.007
H: -1.2824 3.2952 2.1641  -0.115
H: -1.0668 4.8557 1.3663  0.475
H: -2.7174 4.1069 1.5370  0.181
H: -1.1343 6.3161 2.5612  0.358
C: 0.4034 1.4273 4.8417  -0.571
C: 1.5227 2.0029 5.5700  0.639
C: 2.7426 2.1127 4.7593  -1.692
O: 1.1880 3.2656 6.0352  -0.603
H: -0.5525 1.4872 5.3621  0.423
H: 0.4921 0.3442 4.7571  0.412
H: 0.3422 1.8416 3.8354  -0.274
H: 1.8587 1.3107 6.3420  0.192
H: 3.6274 2.4527 5.2975  0.410
H: 2.5449 2.7951 3.9327  0.430
H: 3.0939 1.1911 4.2951  0.323
H: 1.6812 3.9933 5.6496  0.335
C: -3.0350 -4.2204 -0.6091  -1.104
C: -3.4888 -5.1979 0.3691  0.812
C: -4.9072 -5.8555 0.1203  -1.311
O: -2.5534 -6.2792 0.2368  -0.596
H: -2.8707 -4.5795 -1.6251  0.381
H: -2.1196 -3.7732 -0.2217  0.239
H: -3.7674 -3.4216 -0.7257  0.172
H: -3.2599 -4.8795 1.3861  0.071
H: -4.8838 -6.2794 -0.8837  0.348
H: -5.6866 -5.1010 0.2271  0.300
H: -5.0721 -6.7069 0.7806  0.370
H: -1.6609 -5.9688 0.4066  0.291
C: -0.9291 5.2223 -3.7559  -1.098
C: 0.1857 4.1394 -3.6933  0.656
C: 1.5440 4.7830 -3.5838  -1.364
O: -0.0575 3.4225 -2.5382  -0.416
H: -1.0913 5.6179 -2.7533  0.333
H: -1.8850 4.7710 -4.0221  0.079
H: -0.7171 5.9535 -4.5359  0.430
H: 0.2050 3.3824 -4.4773  0.235
H: 1.8754 4.9901 -4.6014  0.382
H: 2.3285 4.1690 -3.1414  0.225
H: 1.5244 5.5580 -2.8176  0.343
H: -1.0035 3.4095 -2.3755  0.238
C: 4.3177 1.2322 -2.9979  -0.793
C: 4.8299 0.0897 -3.9178  0.688
C: 3.9133 -0.2524 -5.0405  -1.139
O: 6.0455 0.6896 -4.4837  -0.580
H: 4.0792 2.1449 -3.5439  0.545
H: 5.0502 1.3838 -2.2051  -0.110
H: 3.3461 0.8954 -2.6363  0.144
H: 5.1121 -0.6958 -3.2168  -0.074
H: 3.6547 0.6630 -5.5727  0.284
H: 3.0610 -0.6509 -4.4902  0.213
H: 4.3921 -1.0617 -5.5917  0.444
H: 6.4018 0.0977 -5.1503  0.335
C: 4.6485 0.8114 1.2458  -0.828
C: 5.9238 1.3774 0.6936  0.474
C: 6.8877 1.8295 1.7496  -1.324
O: 6.6578 0.2755 0.1373  -0.722
H: 4.1629 0.5478 0.3063  -0.107
H: 4.0443 1.6086 1.6789  0.490
H: 4.6993 -0.0357 1.9299  0.237
H: 5.7697 2.0726 -0.1316  0.359
H: 7.8192 2.0755 1.2396  0.382
H: 7.0499 0.9890 2.4243  0.310
H: 6.4989 2.6159 2.3965  0.372
H: 7.2688 0.7279 -0.4489  0.373
C: 1.6300 -4.1431 -3.3025  -0.954
C: 1.8982 -5.6705 -3.4731  0.532
C: 0.7571 -6.3777 -4.2055  -1.461
O: 3.0956 -5.8974 -4.1407  -0.560
H: 2.6522 -3.7757 -3.2117  0.203
H: 1.0879 -3.9202 -2.3835  0.267
H: 1.2451 -3.7243 -4.2323  0.386
H: 2.1116 -6.0942 -2.4918  0.111
H: -0.2128 -5.9124 -4.0300  0.298
H: 0.6813 -7.4608 -4.1084  0.416
H: 0.8589 -6.2952 -5.2876  0.438
H: 2.9467 -6.7793 -4.4894  0.329
C: -2.5582 -2.3833 5.6041  -1.547
C: -2.4777 -2.4648 4.0901  0.540
C: -2.8946 -1.1768 3.4543  -0.140
O: -1.2587 -2.8146 3.5106  -0.494
H: -1.8195 -1.6718 5.9731  0.342
H: -2.4054 -3.3858 6.0037  0.411
H: -3.5683 -2.1188 5.9170  0.397
H: -3.3197 -3.1191 3.8643  0.128
H: -3.2739 -1.5368 2.4980  -0.223
H: -2.1010 -0.4674 3.2194  -0.204
H: -3.7414 -0.6947 3.9428  0.483
H: -0.4778 -2.6239 4.0353  0.287
C: -5.7473 -1.3959 0.9923  -1.015
C: -5.6671 -0.2058 0.1184  1.106
C: -6.7050 0.8212 0.5161  -1.520
O: -4.4340 0.4439 0.1167  -0.198
H: -6.7540 -1.7997 1.1005  0.509
H: -5.4571 -1.1990 2.0244  0.149
H: -5.0041 -2.1068 0.6315  -0.177
H: -5.8515 -0.5532 -0.8982  0.154
H: -6.6355 1.0284 1.5840  0.347
H: -7.7124 0.4848 0.2709  0.419
H: -6.6454 1.7004 -0.1254  0.291
H: -3.7490 -0.2281 0.1469  0.089
C: -4.8204 3.9317 -2.0245  -1.368
C: -4.2389 2.7359 -2.7459  1.142
C: -4.6234 2.9727 -4.2546  -1.591
O: -2.9053 2.4952 -2.7115  -0.399
H: -4.7781 3.7499 -0.9506  0.246
H: -5.8427 4.1764 -2.3127  0.396
H: -4.2722 4.8726 -2.0734  0.324
H: -4.7524 1.8707 -2.3265  -0.028
H: -4.3374 2.1452 -4.9038  0.395
H: -4.1305 3.8309 -4.7113  0.307
H: -5.6940 3.0359 -4.4498  0.428
H: -2.6348 1.9903 -1.9411  0.100

---

Molecular formula: CH4IPS2
Method: DFT, the ωB97M-V functional and the def2-TZVPD basis

The energy above the lowest of the compared OMol25 structures with the same formula, charge and spin is 18.20 kcal/mol. For the HOMO energy, the calculation gives -9.02 eV. The total charge is 0.

Last column: Mulliken charge in e.
Positions of all 9 atoms, in Å:
C: 0.9346 -0.3665 -0.6195  -0.597
P: -2.0084 0.2164 0.1333  -0.056
S: 1.0544 -1.4544 0.8617  -0.165
S: -0.0698 1.1941 -0.1887  -0.044
I: 2.7027 0.3974 -1.6377  0.090
H: 0.4098 -0.9604 -1.2676  0.459
H: -2.7509 1.2488 -0.4984  0.073
H: -2.2429 0.6091 1.4262  0.074
H: 1.9704 -0.8845 1.7906  0.165

---

Molecular formula: C30H36AsN3PtSTe
Method: DFT, the ωB97M-V functional and the def2-TZVPD basis

As for the multiplicity: 3. For the HOMO energy (alpha / beta), the calculation gives -11.77 / -12.89 eV. The total charge is +2.

Last column: Mulliken charge in e.
Positions of all 73 atoms, in Å:
Pt: 9.5344 10.1993 12.0027  1.693
C: 5.1985 8.7952 15.5285  -1.170
N: 6.4099 8.2803 14.8751  0.390
C: 6.3729 6.8799 14.6011  -1.094
C: 7.5581 9.0161 14.8090  0.062
S: 8.6535 8.5031 13.5301  -0.356
N: 7.7817 10.0328 15.6847  0.102
C: 7.6357 9.8837 17.1468  -1.060
C: 8.1362 11.3680 15.2734  -0.695
H: 4.4407 8.7341 14.7602  0.439
H: 5.3352 9.8332 15.8390  0.389
H: 4.8705 8.1088 16.3224  0.430
H: 7.0810 6.2952 15.2079  0.360
H: 6.5002 6.6921 13.5586  0.282
H: 5.3697 6.5134 14.8188  0.437
H: 7.2060 8.8925 17.3703  0.337
H: 7.0088 10.6976 17.4729  0.444
H: 8.5860 10.0579 17.6166  0.365
H: 7.2499 11.9832 15.0845  0.316
H: 8.7643 11.3089 14.3821  -0.211
H: 8.7724 11.8303 16.0161  0.448
C: 13.5818 8.2875 13.6957  -0.228
C: 12.9912 9.3869 14.3210  -0.680
C: 11.9203 10.0575 13.7524  -0.175
N: 11.4026 9.6016 12.5900  -0.071
C: 12.0869 8.7196 11.8267  -0.120
C: 13.1446 8.0238 12.3947  -0.793
H: 14.3497 7.6568 14.1471  0.475
H: 13.3747 9.6924 15.3285  0.388
H: 11.5373 10.9409 14.2766  0.335
H: 11.7950 8.6086 10.7512  0.326
H: 13.5941 7.1828 11.8878  0.451
C: 7.2252 7.8582 10.1153  -1.090
Te: 7.4688 9.9857 10.3639  0.440
C: 5.7773 10.0506 11.6737  -0.709
H: 6.1458 7.8115 9.8733  0.385
H: 7.5367 7.3267 10.9768  0.299
H: 7.6879 7.5199 9.1802  0.394
H: 5.2829 9.0543 11.5159  0.276
H: 5.0375 10.8120 11.3206  0.467
H: 6.1182 10.2342 12.6692  -0.071
C: 10.4732 16.2099 13.0795  -0.661
C: 11.4589 15.8777 12.1252  -0.588
C: 11.4971 14.6814 11.4890  -0.526
C: 10.5788 13.6580 11.8123  0.696
C: 9.5887 13.9457 12.8005  -0.186
C: 9.4927 15.2447 13.2859  -0.575
As: 10.3551 12.0421 10.6876  0.618
C: 9.8895 12.2775 8.7578  0.160
C: 8.6284 12.4332 8.2390  -0.637
C: 8.4616 12.2238 6.8548  -0.578
C: 9.5418 11.9265 6.0428  -0.743
C: 10.8361 11.8967 6.5476  -0.993
C: 11.0043 12.1795 7.9408  0.445
C: 12.2513 12.0648 8.6153  0.591
C: 13.5720 12.0024 8.0348  -0.589
C: 14.6775 11.7133 8.7979  -0.700
C: 14.5755 11.7126 10.2425  -0.732
C: 13.3498 11.8892 10.8350  -0.118
C: 12.2143 12.0848 9.9985  -0.604
H: 10.5116 17.1714 13.5910  0.415
H: 12.1550 16.6775 11.8551  0.381
H: 12.1954 14.4662 10.6687  0.363
H: 8.7855 13.2334 13.0028  0.223
H: 8.5800 15.4818 13.8465  0.365
H: 7.7916 12.8323 8.7331  0.697
H: 7.4625 12.2202 6.4628  0.439
H: 9.3181 11.5955 5.0520  0.414
H: 11.7004 11.5842 5.9518  0.355
H: 13.7375 12.2038 6.9767  0.434
H: 15.6374 11.4670 8.3718  0.450
H: 15.4864 11.4442 10.7873  0.415
H: 13.2756 11.9297 11.9014  0.564